(1)
Entry from OMol25: a molecular structure, C25H18BBrN2O4Tl (ωB97M-V/def2-TZVPD).

Properties
Molecular weight (g mol⁻¹): 705.53
Total energy (Eh): -4145.4044
Highest occupied orbital energy (Ha): -0.1023
Relative energy (zero: lowest compared OMol25 entry of this formula, charge and spin) (kJ/mol): 17.3
Orbital gap (eV): 5.1

Structure (ORCA input):
```
! wB97M-V def2-TZVPD RIJCOSX def2/J DEFGRID3
* xyz -1 1
Tl 0.78739 0.41436 -0.32908
Br 1.60654 3.87071 -6.31163
O -1.36866 -2.00725 -1.04601
O -5.90666 2.61168 2.56446
O 0.72369 -2.88690 -1.18006
O -5.32070 2.19394 4.64630
N 2.76483 0.25370 0.70759
N 0.26566 0.95165 1.78300
C -2.38316 -5.40036 -2.03455
C 0.02684 -5.17219 -1.85004
C 1.35224 0.65211 2.60545
C -3.21143 2.02341 1.66083
C 5.11676 -0.11324 0.98406
C 0.99908 1.73684 -2.16794
C -1.35631 1.26585 3.59204
C 2.57608 0.33536 2.09625
C 1.86667 1.72942 -4.44395
C 0.66386 3.65122 -3.62520
C 4.00466 0.06644 0.21811
C 1.35397 2.99959 -4.62957
C -3.61870 1.96509 3.01051
C -1.46637 -3.31820 -1.41609
C 0.49435 3.01243 -2.40196
C -2.59020 -4.07047 -1.67889
C -2.64125 1.58426 3.94567
C -1.10392 -5.93866 -2.11823
C -0.18487 -3.85656 -1.49941
C -0.94371 1.29062 2.22865
C -4.96698 2.24629 3.49258
C -1.93492 1.70936 1.29034
C 4.94607 -0.12154 2.40624
C 1.67905 1.11152 -3.21436
C 3.72421 0.08854 2.94009
B -0.00867 -1.73173 -0.89542
H -0.65268 0.97936 4.36173
H -0.98497 -6.97874 -2.39379
H -3.58015 -3.64039 -1.60937
H -1.63859 1.78476 0.24844
H -0.04322 3.53740 -1.62006
H -5.50721 2.61261 1.69020
H 6.08836 -0.25132 0.53263
H -3.23829 -6.02950 -2.24607
H 2.07337 0.10821 -3.08077
H 4.08048 0.05130 -0.86574
H 1.23666 0.71770 3.68038
H -3.88994 2.34504 0.87584
H 5.80243 -0.30202 3.04575
H 0.26354 4.64242 -3.79167
H 3.57162 0.08560 4.01285
H -2.94473 1.54660 4.98437
H 1.02707 -5.57943 -1.91093
H 2.39083 1.22312 -5.24358
*
```


(2)
Entry from OMol25: a molecular structure, C19H26F5N6O13P2TaTe (ωB97M-V/def2-TZVPD).

Properties
Molecular weight (g mol⁻¹): 1011.93
Total energy (Eh): -3553.8960
Highest occupied orbital energy (Ha): -0.3553
Relative energy (zero: lowest compared OMol25 entry of this formula, charge and spin) (kJ/mol): 40.9
Orbital gap (eV): 8.6

Structure (ORCA input):
```
! wB97M-V def2-TZVPD RIJCOSX def2/J DEFGRID3
* xyz 0 1
Ta 0.50709 0.44780 -0.71986
Te -2.65001 -0.40960 -2.36829
P -1.38424 0.12894 2.12588
P -4.06238 -0.49448 0.61393
F -0.90669 1.71913 -0.71294
F -2.88678 -2.24188 -1.99170
F -2.36289 -0.84923 -4.14053
F -4.45980 -0.45962 -2.76518
F -2.69233 1.37602 -2.79370
O 2.23015 3.35271 1.52449
O -0.87283 -0.51227 -2.00719
O -0.58190 -0.29329 0.89011
O -1.97744 1.58184 1.92548
O 0.14272 -4.75515 6.06936
O 3.58321 -0.58045 -0.55190
O -4.61103 -1.93822 0.18706
O -3.12166 -0.02056 -0.56425
O 1.37026 1.43993 0.73502
O -0.17850 -3.05535 0.12140
O -0.79599 -0.11358 3.45298
O 2.20960 3.06735 -3.56037
O -5.07268 0.44330 1.07117
N 1.80690 -2.17809 2.91691
N 1.53841 1.98186 -1.65164
N 1.48516 -1.47443 -0.26555
N -0.34548 -3.12662 3.78723
N -2.29260 -2.30229 1.64907
N 1.55279 -0.26989 -2.65559
C 0.99502 -2.72243 0.04871
C 1.80268 2.08073 -2.98610
C 0.56579 -5.19086 4.79190
C 3.30366 -2.88484 0.17223
C -0.32566 -4.60997 3.70942
C 1.51960 0.77167 -3.69327
C 4.55244 -3.42406 0.39081
C 1.86063 2.68985 0.60193
C -2.88432 -0.95123 1.95077
C 2.87980 -1.51758 -0.23796
C -0.69517 -2.67513 5.16147
C 0.21150 -3.34042 6.17779
C 1.84179 3.14306 -0.84346
C 0.81410 -2.58441 3.33595
C 4.60563 -4.76968 0.74483
C 3.44504 -5.53118 0.85915
C 2.15204 -3.63386 0.29959
C -3.66127 -1.03187 3.26196
C 2.19061 -4.96973 0.63512
H 5.56374 -5.23641 0.93147
H -1.72991 -2.97806 5.33500
H -1.73127 -2.63105 2.45959
H 3.52448 -6.57744 1.12443
H 1.11231 -1.13036 -2.96213
H -4.09133 -0.05763 3.48301
H -4.48457 -1.74687 3.19122
H -2.98960 -1.31184 4.07324
H 2.80757 3.57095 -1.11198
H 0.51091 -6.27872 4.78989
H -3.03323 -2.97054 1.43528
H 2.51922 -0.45531 -2.39190
H -1.61178 -2.28721 0.85632
H 1.28457 -5.55746 0.71087
H -0.09908 -3.08486 7.18931
H -1.63480 2.21673 2.56804
H 1.09168 3.93166 -0.95243
H -1.35379 -4.94801 3.85551
H -4.39855 -2.22521 -0.71462
H 0.52280 0.80515 -4.13501
H 1.60719 -4.89101 4.61256
H 5.44684 -2.82347 0.29553
H 2.25061 0.60949 -4.48328
H -0.62689 -1.58967 5.18274
H 1.24619 -3.00292 6.03373
H 0.00859 -4.89970 2.71274
*
```


(3)
Entry from OMol25: a molecular structure, C10H17B2CaCl2F4N4O4 (ωB97M-V/def2-TZVPD).

Properties
Molecular weight (g mol⁻¹): 465.87
Total energy (Eh): -2958.9706
Highest occupied orbital energy (Ha): -0.1648
Relative energy (zero: lowest compared OMol25 entry of this formula, charge and spin) (kJ/mol): 0.0
Orbital gap (eV): 6.9

Structure (ORCA input):
```
! wB97M-V def2-TZVPD RIJCOSX def2/J DEFGRID3
* xyz -1 1
Ca 1.03188 -2.35744 0.73029
Cl 2.18676 -0.45854 3.00060
Cl 4.72355 0.95345 2.66618
F -0.37558 -5.60236 -1.45195
F -1.45930 -3.87570 -0.36164
F 0.55435 -3.46002 -1.35570
F 0.48245 -4.72710 0.52211
O -0.91983 0.86453 -0.60418
O 1.31600 0.88783 -0.26853
O 3.23891 -2.14211 0.75710
O 5.34928 -1.54126 1.26092
N -2.87738 -1.49608 0.44492
N -0.51743 -2.64372 2.64411
N -4.83958 -2.49671 1.12754
N -2.95989 -2.87022 2.35583
C -1.66278 -2.74422 2.48354
C -3.50563 -2.29975 1.29485
C 4.14257 -1.39597 1.25202
C 0.95642 2.24014 -0.60836
C 0.87633 3.02762 0.69532
C 2.03193 2.82563 -1.50559
C -0.42251 2.03767 -1.27850
C -1.40659 3.17600 -1.08417
C -0.30622 1.69011 -2.76028
C 3.53320 -0.08673 1.86422
B -0.23582 -4.47161 -0.69747
B 0.16002 0.09431 -0.11142
H -1.85934 -1.36692 0.46027
H -1.28009 1.35587 -3.12012
H 1.83205 2.94386 1.21471
H 0.00915 2.54966 -3.35569
H -1.01387 4.10499 -1.50504
H -2.34063 2.93933 -1.59705
H -1.62454 3.33194 -0.02906
H 0.66946 4.08521 0.51639
H 1.74411 3.81884 -1.86100
H -5.30955 -2.96066 1.88438
H 3.06868 0.49590 1.07506
H 2.22214 2.18390 -2.36362
H 2.96075 2.92190 -0.94149
H -3.31420 -1.17716 -0.40232
H 0.40496 0.87720 -2.90640
H -5.36819 -1.84888 0.57257
H 0.10397 2.61724 1.34662
*
```


(4)
Entry from OMol25: a single C5H5NO molecule (ωB97M-V/def2-TZVPD).

Properties
Molecular weight (g mol⁻¹): 95.10
Total energy (Eh): -323.3667
Highest occupied orbital energy (Ha): -0.3487
SMILES: O=CN1[C@@H]2C=C[C@@H]21
Relative energy (zero: lowest compared OMol25 entry of this formula, charge and spin) (kJ/mol): 401.6
Orbital gap (eV): 10.5

Structure (ORCA input):
```
! wB97M-V def2-TZVPD RIJCOSX def2/J DEFGRID3
* xyz 0 1
O -2.57599 0.28213 -0.37376
N -0.52987 -0.25833 0.47365
C 0.02107 0.65338 -0.56639
C -1.88640 -0.46721 0.25868
C 1.71997 -0.15337 0.29892
C 1.31804 1.09637 0.17591
C 0.44935 -0.77313 -0.40777
H -0.76463 1.17029 -1.02891
H -2.28375 -1.34226 0.76149
H 1.53576 2.00921 0.69793
H 2.67975 -0.56921 0.73725
H 0.31669 -1.64789 -1.02700
*
```